C25H21F25N2O5S | wB97M-V/def2-TZVPD

```
79
Properties=species:S:1:pos:R:3
O -1.631 -1.778 -3.135
C -0.690 -2.232 -2.565
F -0.173 -3.418 -2.963
C 0.026 -1.551 -1.428
C 0.427 -2.376 -0.213
C 0.771 -3.687 -0.310
C 1.145 -4.397 0.858
N 1.513 -5.685 0.923
S 1.806 -5.986 2.475
N 1.505 -4.556 3.131
C 1.145 -3.749 2.128
C 0.799 -2.378 2.209
C 0.459 -1.696 1.084
C 0.133 -0.221 1.160
C -0.139 0.322 2.559
O 1.042 0.771 3.222
H 0.902 -1.032 -1.829
H -0.670 -0.776 -1.128
H 0.779 -4.212 -1.249
H 0.831 -1.905 3.182
H 0.971 0.356 0.756
H -0.728 0.014 0.537
H -0.653 -0.414 3.183
H -0.778 1.201 2.492
H 1.766 0.173 3.015
C 5.160 -5.110 -0.331
C 4.464 -4.301 -1.433
C 4.989 -4.428 -2.865
F 6.267 -4.016 -2.960
F 4.232 -3.644 -3.668
F 4.393 -2.999 -1.078
F 3.188 -4.779 -1.484
O 6.123 -4.451 0.470
C 7.439 -4.362 0.113
C 7.884 -2.909 -0.099
F 7.123 -2.305 -1.030
F 9.166 -2.908 -0.524
F 7.733 -5.130 -0.951
F 8.167 -4.825 1.155
H 4.360 -5.350 0.368
H 5.534 -6.060 -0.715
H 4.911 -5.462 -3.209
H 7.811 -2.359 0.842
C -2.302 6.000 1.036
C -2.174 4.608 1.672
C -2.696 4.412 3.097
F -2.034 5.193 3.968
F -2.498 3.119 3.442
F -0.906 4.170 1.578
F -2.945 3.776 0.898
O -1.170 6.843 1.059
C -0.892 7.673 2.112
C 0.433 7.311 2.797
F 0.421 6.033 3.218
F 0.597 8.117 3.868
F -1.906 7.733 2.993
F -0.724 8.914 1.606
H -2.451 5.798 -0.024
H -3.198 6.513 1.387
H -3.766 4.629 3.155
H 1.261 7.456 2.100
C -5.214 -0.373 -1.617
C -6.467 -0.080 -2.453
C -6.291 0.150 -3.958
F -5.512 1.220 -4.203
F -7.508 0.380 -4.500
F -7.163 0.939 -1.908
F -7.240 -1.202 -2.362
O -4.623 0.697 -0.903
C -3.695 1.524 -1.470
C -4.169 2.982 -1.533
F -5.327 3.074 -2.218
F -3.235 3.716 -2.186
F -3.298 1.085 -2.676
F -2.605 1.504 -0.664
H -5.566 -1.042 -0.834
H -4.474 -0.929 -2.195
H -5.855 -0.735 -4.430
H -4.313 3.401 -0.541
```

Results
* highest occupied orbital energy: -0.3440 Ha
* Kohn-Sham gap: 8.607 eV
* electronic energy: -118255.874 eV
* net charge: 0